Entry one
Entry from the Open Molecules 2025 dataset: C3H4N2O3S in the gas phase (wB97M-V/def2-TZVPD).

Summary:
* E_HOMO: -0.3726 Eh
* net charge: 0
* orbital gap: 9.6 eV

```
13
C3H4N2O3S | the Open Molecules 2025 dataset | wB97M-V/def2-TZVPD
C -0.03 -1.10 0.06
C -0.08 1.83 0.12
C 0.96 -0.21 -0.61
N 0.09 -1.86 1.03
N 0.97 1.03 0.04
O -0.17 3.01 0.30
O -2.45 -1.33 0.44
O -1.31 1.02 -0.13
S -1.67 -0.74 -0.63
H 1.89 -0.63 -0.46
H 0.85 -0.07 -1.76
H -0.86 -2.27 1.11
H 1.81 1.32 0.50
```

=====

Entry two
Entry from the Open Molecules 2025 dataset: 2 unconnected molecules or ions with the total composition C3H4N2O3S (wB97M-V/def2-TZVPD).

Summary:
* E_HOMO: -0.3442 Eh
* net charge: 0
* SMILES: N#CS(N)(=O)=O.C=C=O
* orbital gap: 9.7 eV

```
13
C3H4N2O3S | the Open Molecules 2025 dataset | wB97M-V/def2-TZVPD
N -1.36 -2.01 -0.17
C -1.33 -0.91 0.09
S -1.16 0.85 0.45
N -0.59 0.87 1.94
O -0.28 1.30 -0.60
O -2.51 1.22 0.66
H -1.33 1.03 2.57
H 0.27 0.90 2.46
C 1.61 -0.68 -1.98
C 1.61 -0.45 -0.72
O 1.71 -0.49 0.43
H 1.50 0.09 -2.80
H 1.87 -1.74 -2.33
```

=====

Which is the most stable structure? entry one is the most stable.

=====

Entry one
Entry from the Open Molecules 2025 dataset: CHCl2P in the gas phase (wB97M-V/def2-TZVPD).

Summary:
* E_HOMO: -0.3358 Eh
* net charge: 0
* SMILES: P=C(Cl)Cl
* orbital gap: 8.5 eV

```
5
CHCl2P | the Open Molecules 2025 dataset | wB97M-V/def2-TZVPD
P 0.72 -0.61 1.12
C -0.22 -0.25 -0.30
Cl -0.48 -1.39 -1.51
Cl -0.84 1.34 -0.66
H 0.82 0.91 1.35
```

=====

Entry two
Entry from the Open Molecules 2025 dataset: CHCl2P in the gas phase (wB97M-V/def2-TZVPD).

Summary:
* E_HOMO: -0.3460 Eh
* net charge: 0
* SMILES: Cl/C=P\Cl
* orbital gap: 8.6 eV

```
5
CHCl2P | the Open Molecules 2025 dataset | wB97M-V/def2-TZVPD
Cl -1.81 -0.61 0.70
C -0.51 0.39 0.55
P 0.94 0.25 -0.48
Cl 1.52 -1.08 -2.18
H -0.14 1.06 1.41
```

=====

Which is the most stable structure? entry one is the most stable.

=====

Entry one
Entry from the Open Molecules 2025 dataset: 2 unconnected molecules or ions with the total composition CH2Cl3P (wB97M-V/def2-TZVPD).

Summary:
* E_HOMO (alpha / beta): -0.3752 / -0.3203 Eh
* net charge: 0
* orbital gap (alpha / beta): 8.3 / 5.3 eV

```
7
CH2Cl3P | the Open Molecules 2025 dataset | wB97M-V/def2-TZVPD
C 0.06 1.10 0.78
P -0.16 -0.39 -0.02
Cl 0.95 -1.78 0.86
Cl -2.06 -0.96 0.20
Cl 0.78 -1.27 -3.34
H -0.65 1.88 0.58
H 1.08 1.43 0.94
```

=====

Entry two
Entry from the Open Molecules 2025 dataset: 2 unconnected molecules or ions with the total composition CH2Cl3P (wB97M-V/def2-TZVPD).

Summary:
* E_HOMO (alpha / beta): -0.3258 / -0.3241 Eh
* net charge: 0
* orbital gap (alpha / beta): 7.6 / 7.6 eV

```
7
CH2Cl3P | the Open Molecules 2025 dataset | wB97M-V/def2-TZVPD
C -2.66 -0.04 0.12
P -0.12 0.95 -0.07
Cl -3.44 1.14 -1.00
Cl -2.58 -1.54 -0.74
Cl -3.13 -0.08 1.80
H 0.01 0.91 -1.46
H 0.75 -0.26 -0.08
```

=====

Which is the most stable structure? entry one is the most stable.

=====

Entry one
Entry from the Open Molecules 2025 dataset: C3HN3O2 in the gas phase (wB97M-V/def2-TZVPD).

Summary:
* E_HOMO: -0.3356 Eh
* net charge: 0
* SMILES: O=c1[nH]nnc2c1O2
* orbital gap: 7.5 eV

```
9
C3HN3O2 | the Open Molecules 2025 dataset | wB97M-V/def2-TZVPD
O -0.10 1.74 1.45
C 0.21 0.90 0.65
N -0.80 -0.32 0.70
N -1.20 -0.96 -0.35
N -0.26 -1.27 -1.19
C 0.91 -0.85 -1.15
C 0.95 0.91 -0.52
O 1.87 -0.08 -0.89
H -1.58 -0.06 1.32
```

=====

Entry two
Entry from the Open Molecules 2025 dataset: C3HN3O2 in the gas phase (wB97M-V/def2-TZVPD).

Summary:
* E_HOMO: -0.4655 Eh
* net charge: 0
* SMILES: N#CC(C#N)[N+](=O)[O-]
* orbital gap: 11.6 eV

```
9
C3HN3O2 | the Open Molecules 2025 dataset | wB97M-V/def2-TZVPD
N 1.74 1.55 0.95
C 1.05 0.99 0.24
C -0.05 0.16 -0.56
C 0.35 0.12 -1.92
N 1.01 0.17 -2.89
N -1.41 0.79 -0.55
O -1.38 1.97 -0.68
O -2.36 0.03 -0.60
H -0.05 -0.88 -0.25
```

=====

Which is the most stable structure? entry two is the most stable.

=====

Entry one
Entry from the Open Molecules 2025 dataset: 2 unconnected molecules or ions with the total composition C3H10N3S (wB97M-V/def2-TZVPD).

Summary:
* E_HOMO: -0.5006 Eh
* net charge: +1
* orbital gap: 8.6 eV

```
17
C3H10N3S | the Open Molecules 2025 dataset | wB97M-V/def2-TZVPD
C 0.76 1.28 0.04
C 1.08 -2.43 -0.16
C 1.35 -1.03 -0.12
N -0.22 2.01 0.57
N 1.92 1.54 -0.43
N 0.47 -0.13 0.19
S -3.41 0.96 -0.16
H 1.84 -3.11 -0.48
H 0.51 -2.97 0.61
H 0.26 -2.61 -0.86
H 2.38 -0.67 -0.54
H -0.16 3.05 0.50
H -1.10 1.67 0.67
H 2.18 2.55 -0.41
H -4.44 0.54 0.53
H -0.56 -0.43 0.29
H -2.88 -0.23 -0.25
```

=====

Entry two
Entry from the Open Molecules 2025 dataset: a gas-phase ion, C3H10N3S (charge +1) (wB97M-V/def2-TZVPD).

Summary:
* E_HOMO: -0.4704 Eh
* net charge: +1
* SMILES: C/C=[N+](/N)SCN
* orbital gap: 8.7 eV

```
17
C3H10N3S | the Open Molecules 2025 dataset | wB97M-V/def2-TZVPD
C 2.17 -1.78 -0.30
C 1.12 -1.05 -1.03
N 0.09 -0.50 -0.47
N -1.16 0.09 -1.53
S -0.29 -0.45 1.16
C -1.56 1.28 1.45
N -0.82 2.34 1.16
H 2.37 -1.31 0.65
H 3.12 -1.87 -0.77
H 1.75 -2.78 -0.03
H 1.07 -0.99 -2.19
H -1.01 -0.09 -2.43
H -1.82 -0.57 -1.14
H -1.67 1.14 2.46
H -2.35 0.88 0.84
H -0.91 2.92 0.37
H -0.10 2.73 1.80
```

=====

Which is the most stable structure? entry one is the most stable.

=====

Entry one
Entry from the Open Molecules 2025 dataset: 2 unconnected molecules or ions with the total composition C3H6F3NO (wB97M-V/def2-TZVPD).

Summary:
* E_HOMO (alpha / beta): -0.3375 / -0.3374 Eh
* net charge: 0
* orbital gap (alpha / beta): 9.9 / 9.9 eV

```
14
C3H6F3NO | the Open Molecules 2025 dataset | wB97M-V/def2-TZVPD
C -1.20 0.00 -0.10
C 1.42 -0.59 0.61
C 2.61 0.13 0.08
N -0.17 0.74 0.68
O 0.94 -1.67 -0.08
F 3.77 -0.45 -0.13
F 2.78 1.27 0.84
F 2.31 0.66 -1.11
H -0.95 -0.27 -1.11
H -1.39 -0.94 0.45
H -2.18 0.57 -0.05
H 1.29 -0.76 1.75
H 0.14 1.61 0.39
H 0.78 -1.51 -0.99
```

=====

Entry two
Entry from the Open Molecules 2025 dataset: a molecular structure, C3H6F3NO (wB97M-V/def2-TZVPD).

Summary:
* E_HOMO: -0.3257 Eh
* net charge: 0
* orbital gap: 9.6 eV

```
14
C3H6F3NO | the Open Molecules 2025 dataset | wB97M-V/def2-TZVPD
C -1.00 0.54 1.22
C -0.74 -0.02 -0.17
C 1.03 -0.98 -0.33
N -0.72 1.01 -1.04
O 1.83 -0.52 0.65
F 0.72 -2.20 -0.39
F 1.62 -0.51 -1.53
F -0.67 0.61 -2.41
H -2.01 1.08 1.21
H -0.35 1.34 1.69
H -0.93 -0.29 1.90
H -1.45 -0.84 -0.33
H -0.01 1.64 -0.91
H 2.67 -0.87 0.45
```

=====

Which is the most stable structure? entry one is the most stable.